1) Computed, not measured: a single C9H10N2O2 molecule, with wB97M-V/def2-TZVPD.

Highest occupied orbital energy (alpha / beta) in eV: -8.4 / -9.0
Molar mass in g mol⁻¹: 178.2
Orbital gap (alpha / beta) in eV: 7.55 / 7.74

The geometry in ORCA input format:
```
! RIJCOSX wB97M-V def2-TZVPD def2/J DEFGRID3
* xyz 0 1
C 3.397 0.842 0.220
C 2.783 -0.268 0.844
C 2.593 1.604 -0.648
C 1.495 -0.719 0.603
C 1.278 1.144 -0.921
C 0.740 -0.024 -0.353
C -3.063 0.084 0.185
C -2.642 -1.322 -0.317
C -1.177 -1.629 -0.284
N -0.487 -0.429 -0.750
N -1.955 0.724 0.554
O -4.196 0.441 0.220
O -1.874 2.024 0.369
H 4.494 1.156 0.588
H 3.390 -0.868 1.627
H 2.883 2.499 -1.218
H 1.161 -1.665 1.158
H 0.689 1.781 -1.633
H -3.190 -2.102 0.201
H -2.984 -1.354 -1.431
H -0.920 -1.803 0.840
H -1.239 -2.619 -0.779
H -1.178 2.501 0.926
*
```

Atom charges from the Löwdin analysis, given in e for atoms 1 to 4:
1. C -0.095
2. C -0.120
3. C -0.090
4. C -0.036



2) Computed, not measured: 2 unconnected molecules or ions with the total composition C9H10N2O2, with wB97M-V/def2-TZVPD.

Highest occupied orbital energy (alpha / beta) in eV: -9.2 / -8.6
Molar mass in g mol⁻¹: 178.2
Orbital gap (alpha / beta) in eV: 8.93 / 6.47

The geometry in ORCA input format:
```
! RIJCOSX wB97M-V def2-TZVPD def2/J DEFGRID3
* xyz 0 1
C -1.487 3.039 1.308
C -2.051 2.717 0.052
C -0.596 2.239 2.012
C -1.595 1.533 -0.567
C -0.142 1.085 1.310
C -0.616 0.897 0.091
C 2.310 -2.712 -0.848
C 2.443 -1.344 -0.228
C 0.986 -1.857 -0.355
N 0.192 -1.289 -1.282
N -1.081 -1.697 -1.324
O -1.871 -0.983 -1.962
O -1.388 -2.735 -0.751
H -1.871 4.026 1.741
H -2.786 3.443 -0.389
H -0.068 2.365 2.930
H -1.997 1.383 -1.550
H 0.724 0.629 1.843
H 2.332 -2.836 -1.868
H 2.253 -3.691 -0.382
H 3.096 -1.411 0.668
H 2.700 -0.540 -0.938
H 0.513 -2.260 0.490
*
```

Atom charges from the Löwdin analysis, given in e for atoms 1 to 4:
1. C -0.111
2. C -0.067
3. C -0.073
4. C -0.090



3) Computed, not measured: a single C9H10N2O2 molecule, with wB97M-V/def2-TZVPD.

Highest occupied orbital energy (alpha / beta) in eV: -8.6 / -8.1
Molar mass in g mol⁻¹: 178.2
Orbital gap (alpha / beta) in eV: 8.11 / 6.63

The geometry in ORCA input format:
```
! RIJCOSX wB97M-V def2-TZVPD def2/J DEFGRID3
* xyz 0 1
C 1.172 -0.907 -1.436
C 0.753 1.855 -0.755
C -0.465 1.454 -0.015
C -0.480 0.334 0.619
C 2.099 0.363 0.383
C 1.755 -0.940 -0.206
C -1.602 2.420 -0.030
C 1.707 -2.300 0.429
C -2.218 -1.144 0.510
N 0.784 -0.917 -2.536
N 1.853 1.365 -0.543
O 2.576 0.473 1.482
O -1.113 -0.620 1.148
H 0.767 2.609 -1.499
H -2.336 2.284 0.727
H -2.000 2.505 -1.092
H -1.241 3.439 0.187
H 0.785 -3.026 0.494
H 2.006 -2.280 1.512
H 2.378 -3.076 -0.128
H -2.612 -1.904 1.168
H -1.702 -1.634 -0.534
H -2.867 -0.352 0.117
*
```

Atom charges from the Löwdin analysis, given in e for atoms 1 to 4:
1. C -0.284
2. C -0.102
3. C -0.222
4. C -0.037



Computed relative energies in units of eV: 1) 0.000; 2) 3.842; 3) 1.036



1) Computed, not measured: a single CH4N6O molecule, with wB97M-V/def2-TZVPD.

Highest occupied orbital energy in eV: -9.6
SMILES: N/N=c1/nnon1N
Molar mass in g mol⁻¹: 116.1
Orbital gap in eV: 9.69

The geometry in ORCA input format:
```
! RIJCOSX wB97M-V def2-TZVPD def2/J DEFGRID3
* xyz 0 1
C -0.210 -0.433 0.024
H -3.259 -0.673 -0.430
H -2.280 0.479 -0.930
H -0.141 1.371 1.521
H -0.688 2.340 0.220
N -2.480 -0.137 -0.162
N -1.362 -0.986 0.147
N 0.877 -1.309 0.365
N 1.922 -0.809 0.082
N 0.177 0.822 -0.461
N -0.007 1.760 0.560
O 1.717 0.463 -0.529
*
```

Atom charges from the Löwdin analysis, given in e for atoms 1 to 4:
1. C -0.439
2. H 0.054
3. H 0.063
4. H 0.130



2) Computed, not measured: a single CH4N6O molecule, with wB97M-V/def2-TZVPD.

Highest occupied orbital energy in eV: -9.3
SMILES: N/N=c1/nnon1N
Molar mass in g mol⁻¹: 116.1
Orbital gap in eV: 9.04

The geometry in ORCA input format:
```
! RIJCOSX wB97M-V def2-TZVPD def2/J DEFGRID3
* xyz 0 1
C -0.059 0.147 0.573
H 2.423 -0.627 0.652
H 2.257 -0.244 2.469
H 0.544 -1.246 -2.265
H -0.204 -1.562 -0.715
N 2.012 -0.017 1.515
N 0.661 0.091 1.542
N -1.546 0.222 0.601
N -1.968 0.286 -0.610
N 0.388 0.211 -0.715
N 0.720 -1.039 -1.107
O -0.817 0.565 -1.520
*
```

Atom charges from the Löwdin analysis, given in e for atoms 1 to 4:
1. C -0.483
2. H 0.154
3. H 0.080
4. H 0.191



3) Computed, not measured: a single CH4N6O molecule, with wB97M-V/def2-TZVPD.

Highest occupied orbital energy in eV: -9.9
SMILES: Nn1nnn(N)c1=O
Molar mass in g mol⁻¹: 116.1
Orbital gap in eV: 10.54

The geometry in ORCA input format:
```
! RIJCOSX wB97M-V def2-TZVPD def2/J DEFGRID3
* xyz 0 1
C -0.181 -0.066 0.445
H -1.254 2.496 -0.077
H 0.417 2.894 0.246
H 0.834 -2.517 1.008
H -0.799 -2.476 0.606
N -0.272 2.403 -0.332
N 0.047 0.999 -0.409
N 0.623 0.472 -1.601
N 0.764 -0.727 -1.445
N 0.251 -1.109 -0.231
N 0.154 -2.428 0.207
O -0.585 0.060 1.584
*
```

Atom charges from the Löwdin analysis, given in e for atoms 1 to 4:
1. C -0.547
2. H 0.093
3. H 0.096
4. H 0.120



4) Computed, not measured: a single CH4N6O molecule, with wB97M-V/def2-TZVPD.

Highest occupied orbital energy in eV: -8.4
SMILES: N/N=c1/[nH]nnn1O
Molar mass in g mol⁻¹: 116.1
Orbital gap in eV: 9.21

The geometry in ORCA input format:
```
! RIJCOSX wB97M-V def2-TZVPD def2/J DEFGRID3
* xyz 0 1
C -0.213 -0.510 -0.216
H 2.872 -0.215 -0.445
H 2.169 -0.008 1.192
H -1.637 -2.136 -0.119
H 0.749 1.807 0.095
N 1.980 0.019 0.072
N 0.963 -1.027 -0.174
N -1.406 -1.173 -0.209
N -2.443 -0.403 0.079
N -2.067 0.844 0.105
N -0.813 0.768 -0.112
O -0.154 2.035 -0.268
*
```

Atom charges from the Löwdin analysis, given in e for atoms 1 to 4:
1. C -0.352
2. H 0.083
3. H 0.136
4. H 0.147



Computed relative energies in units of eV: 1) 2.755; 2) 4.111; 3) 0.000; 4) 2.171



1) Computed, not measured: a single C7H9NO2 molecule, with wB97M-V/def2-TZVPD.

Highest occupied orbital energy in eV: -8.8
SMILES: CC1=C[C@]2(O)C(=O)NC[C@H]12
Molar mass in g mol⁻¹: 139.2
Orbital gap in eV: 9.54

The geometry in ORCA input format:
```
! RIJCOSX wB97M-V def2-TZVPD def2/J DEFGRID3
* xyz 0 1
C 0.024 -1.565 0.301
C -1.063 -0.729 0.068
C 1.866 0.244 0.460
C 0.075 1.605 -0.217
C -0.245 0.228 -0.805
C 1.051 -0.718 -0.484
C -2.426 -0.623 0.648
N 1.267 1.404 0.529
O 2.791 -0.183 1.101
O 1.716 -1.264 -1.576
H 0.226 -2.536 0.791
H 0.221 2.434 -1.003
H -0.963 1.958 0.153
H -0.397 0.196 -1.851
H -2.507 0.061 1.495
H -2.719 -1.660 1.031
H -3.080 -0.242 -0.083
H 1.555 2.183 1.148
H 2.610 -0.794 -1.708
*
```

Atom charges from the Löwdin analysis, given in e for atoms 1 to 4:
1. C 0.086
2. C -0.200
3. C -0.459
4. C -0.163



2) Computed, not measured: 2 unconnected molecules or ions with the total composition C7H9NO2, with wB97M-V/def2-TZVPD.

Highest occupied orbital energy in eV: -8.3
SMILES: Oc1ccccc1.NC=O
Molar mass in g mol⁻¹: 139.2
Orbital gap in eV: 9.12

The geometry in ORCA input format:
```
! RIJCOSX wB97M-V def2-TZVPD def2/J DEFGRID3
* xyz 0 1
O -2.358 1.421 -0.676
C -2.976 0.382 -0.528
N -2.718 -0.541 0.435
H -3.830 0.087 -1.184
H -1.955 -0.373 1.095
H -3.277 -1.395 0.506
O -0.681 1.115 1.081
C 2.690 -0.718 -0.538
C 2.491 -0.657 0.842
C 1.743 -0.156 -1.393
C 1.359 -0.040 1.368
C 0.606 0.464 -0.874
C 0.415 0.521 0.507
H -1.258 1.466 0.360
H 3.584 -1.206 -0.948
H 3.230 -1.096 1.524
H 1.886 -0.197 -2.481
H 1.189 0.016 2.451
H -0.139 0.906 -1.549
*
```

Atom charges from the Löwdin analysis, given in e for atoms 1 to 4:
1. O -0.002
2. C -0.342
3. N 0.142
4. H 0.141



Computed relative energies in units of eV: 1) 2.453; 2) 0.000



1) Computed, not measured: a molecular structure, C5H6N2O2, with wB97M-V/def2-TZVPD.

Highest occupied orbital energy in eV: -8.9
Molar mass in g mol⁻¹: 126.1
Orbital gap in eV: 9.56

The geometry in ORCA input format:
```
! RIJCOSX wB97M-V def2-TZVPD def2/J DEFGRID3
* xyz 0 1
C -2.112 1.357 0.573
C -0.736 1.869 0.528
C -1.945 0.009 0.363
C 0.116 -1.369 -0.381
C 2.015 -0.949 -0.768
N 0.108 0.903 0.314
N -0.632 -0.271 0.098
O -0.295 -2.435 -0.744
O 2.889 -0.996 0.253
H -3.075 1.746 0.717
H -0.368 2.835 0.672
H -2.668 -0.769 0.341
H 1.826 0.031 -1.244
H 2.100 -1.806 -1.443
H 2.778 -0.154 0.721
*
```

Atom charges from the Löwdin analysis, given in e for atoms 1 to 4:
1. C -0.024
2. C -0.120
3. C -0.063
4. C -0.254



2) Computed, not measured: a single C5H6N2O2 molecule, with wB97M-V/def2-TZVPD.

Highest occupied orbital energy in eV: -9.1
SMILES: CC(=O)Nc1ncco1
Molar mass in g mol⁻¹: 126.1
Orbital gap in eV: 9.86

The geometry in ORCA input format:
```
! RIJCOSX wB97M-V def2-TZVPD def2/J DEFGRID3
* xyz 0 1
C -0.653 -1.936 -0.247
C 0.285 -1.467 -1.258
C 0.705 0.587 -0.038
C 0.322 2.146 1.342
C -0.791 2.116 0.492
H -0.793 -3.004 -0.119
H -1.545 -1.408 -0.148
H -0.287 -1.560 0.743
H 2.034 -0.648 -0.471
H 0.521 2.782 2.034
H -1.973 2.504 0.395
N 1.179 -0.424 -0.879
N 1.222 1.170 0.922
O 0.306 -1.907 -2.413
O -0.533 1.048 -0.355
*
```

Atom charges from the Löwdin analysis, given in e for atoms 1 to 4:
1. C -0.003
2. C -0.440
3. C -0.468
4. C -0.074



3) Computed, not measured: a single C5H6N2O2 molecule, with wB97M-V/def2-TZVPD.

Highest occupied orbital energy in eV: -8.3
SMILES: C=N/C=C\C=C\[N+](=O)[O-]
Molar mass in g mol⁻¹: 126.1
Orbital gap in eV: 7.91

The geometry in ORCA input format:
```
! RIJCOSX wB97M-V def2-TZVPD def2/J DEFGRID3
* xyz 0 1
C -0.096 -0.559 -1.383
C 1.122 -0.013 -0.902
C -1.324 -0.740 -0.840
C -2.483 -0.287 1.315
C 1.295 0.517 0.330
N -1.855 -0.775 0.360
N 2.538 1.078 0.604
O 2.631 1.852 1.500
O 3.366 0.795 -0.268
H -0.068 -0.986 -2.308
H 1.951 0.072 -1.596
H -2.036 -1.186 -1.501
H -2.973 0.674 1.302
H -2.713 -0.881 2.267
H 0.645 0.439 1.121
*
```

Atom charges from the Löwdin analysis, given in e for atoms 1 to 4:
1. C -0.098
2. C -0.028
3. C -0.148
4. C 0.011



4) Computed, not measured: a single C5H6N2O2 molecule, with wB97M-V/def2-TZVPD.

Highest occupied orbital energy in eV: -9.3
SMILES: O=CN1NC(=O)[C@@H]2C[C@@H]21
Molar mass in g mol⁻¹: 126.1
Orbital gap in eV: 9.66

The geometry in ORCA input format:
```
! RIJCOSX wB97M-V def2-TZVPD def2/J DEFGRID3
* xyz 0 1
C -1.852 -0.803 0.226
C 1.631 -0.352 0.070
C 1.133 1.140 -0.260
C 0.196 1.768 0.650
C -0.379 1.000 -0.547
H -1.435 -1.474 1.250
H 0.683 -2.125 0.009
H 1.808 1.772 -0.844
H -0.157 1.272 1.493
H 0.083 2.869 0.942
H -0.812 1.407 -1.458
N -0.687 -0.370 -0.403
N 0.442 -1.024 0.094
O -3.021 -0.297 -0.039
O 2.666 -1.012 0.032
*
```

Atom charges from the Löwdin analysis, given in e for atoms 1 to 4:
1. C -0.212
2. C -0.378
3. C -0.093
4. C -0.062



Computed relative energies in units of eV: 1) 0.427; 2) 0.000; 3) 3.906; 4) 1.918



1) Computed, not measured: 2 unconnected molecules or ions with the total composition C4H10N2O, with wB97M-V/def2-TZVPD.

Highest occupied orbital energy in eV: -9.0
SMILES: [H]/N=C/N.C=C(C)O
Molar mass in g mol⁻¹: 102.1
Orbital gap in eV: 9.47

The geometry in ORCA input format:
```
! RIJCOSX wB97M-V def2-TZVPD def2/J DEFGRID3
* xyz 0 1
C 1.784 1.386 2.784
C 1.375 0.427 1.964
O 2.230 -0.581 1.613
C 0.010 0.362 1.342
H 1.110 2.185 3.045
H 2.788 1.383 3.183
H 1.769 -1.221 1.070
H -0.636 1.111 1.784
H 0.083 0.543 0.268
H -0.429 -0.625 1.504
N -2.880 -0.455 -2.794
C -1.605 -0.407 -2.160
N -0.546 -0.628 -2.799
H -3.366 0.422 -2.630
H -3.455 -1.159 -2.329
H -1.632 -0.187 -1.085
H 0.249 -0.527 -2.166
*
```

Atom charges from the Löwdin analysis, given in e for atoms 1 to 4:
1. C 0.046
2. C -0.475
3. O 0.031
4. C -0.049



2) Computed, not measured: a single C4H10N2O molecule, with wB97M-V/def2-TZVPD.

Highest occupied orbital energy in eV: -9.0
SMILES: [H]/N=C(\C)N(C)OC
Molar mass in g mol⁻¹: 102.1
Orbital gap in eV: 9.88

The geometry in ORCA input format:
```
! RIJCOSX wB97M-V def2-TZVPD def2/J DEFGRID3
* xyz 0 1
C -0.525 -0.205 -0.521
C 1.556 1.328 0.206
C -0.453 -0.455 1.929
C -0.321 -1.004 -1.821
N 0.080 -0.710 0.624
N -1.624 0.525 -0.437
O 1.363 -0.058 -0.068
H -2.312 0.213 -1.128
H 1.096 1.651 1.144
H 2.631 1.507 0.264
H 1.177 1.926 -0.629
H -0.572 0.622 2.124
H 0.195 -0.919 2.680
H -1.471 -0.854 2.025
H -1.230 -1.553 -2.076
H -0.079 -0.290 -2.609
H 0.490 -1.725 -1.708
*
```

Atom charges from the Löwdin analysis, given in e for atoms 1 to 4:
1. C -0.526
2. C -0.093
3. C -0.080
4. C -0.027



Computed relative energies in units of eV: 1) 0.000; 2) 2.952



1) Computed, not measured: a gas-phase ion, C3H9N2S (charge +1), with wB97M-V/def2-TZVPD.

Highest occupied orbital energy in eV: -14.1
SMILES: CC(=[NH2+])[C@H](N)S
Molar mass in g mol⁻¹: 105.2
Orbital gap in eV: 9.64

The geometry in ORCA input format:
```
! RIJCOSX wB97M-V def2-TZVPD def2/J DEFGRID3
* xyz 1 1
C -0.524 0.869 0.483
C 0.769 -1.411 0.313
C 0.561 0.022 -0.128
N -1.570 0.132 1.011
N 1.230 0.476 -1.105
S -0.778 2.445 -0.674
H 1.793 -1.589 -0.083
H 0.141 -2.065 -0.336
H 0.467 -1.567 1.318
H 0.112 1.348 1.305
H -2.167 -0.103 0.235
H -1.921 0.642 1.874
H 1.805 0.091 -1.765
H -1.544 1.544 -1.360
H 0.987 1.534 -1.386
*
```

Atom charges from the Löwdin analysis, given in e for atoms 1 to 4:
1. C -0.624
2. C 0.031
3. C -0.301
4. N 0.055



2) Computed, not measured: 2 unconnected molecules or ions with the total composition C3H9N2S, with wB97M-V/def2-TZVPD.

Highest occupied orbital energy in eV: -13.2
Molar mass in g mol⁻¹: 105.2
Orbital gap in eV: 9.99

The geometry in ORCA input format:
```
! RIJCOSX wB97M-V def2-TZVPD def2/J DEFGRID3
* xyz 1 1
C -3.242 -0.961 -0.128
C -1.937 -0.310 -0.048
C 2.584 0.226 0.464
N -0.685 -0.438 -0.011
N 1.671 0.974 -0.442
S -3.171 0.802 0.155
H -3.473 -1.243 -1.073
H -3.765 -1.584 0.714
H 2.609 -0.672 -0.174
H 3.494 0.697 0.590
H 2.150 0.112 1.525
H 0.532 0.687 -0.263
H -0.368 -1.369 0.127
H 1.942 1.087 -1.422
H 1.659 1.992 -0.014
*
```

Atom charges from the Löwdin analysis, given in e for atoms 1 to 4:
1. C -0.338
2. C -0.747
3. C -0.059
4. N 0.078



3) Computed, not measured: 2 unconnected molecules or ions with the total composition C3H9N2S, with wB97M-V/def2-TZVPD.

Highest occupied orbital energy in eV: -14.0
Molar mass in g mol⁻¹: 105.2
Orbital gap in eV: 8.03

The geometry in ORCA input format:
```
! RIJCOSX wB97M-V def2-TZVPD def2/J DEFGRID3
* xyz 1 1
C -0.971 1.320 0.124
C -0.373 -0.689 1.319
C -0.415 0.849 1.315
N -0.377 0.097 -2.487
N 0.984 1.262 1.243
S -1.138 2.314 -0.978
H 0.360 -1.117 1.990
H -0.084 -0.984 0.306
H -1.353 -0.973 1.568
H -1.294 1.244 2.057
H 0.647 -0.017 -2.686
H -0.749 0.175 -3.474
H 1.525 0.778 1.914
H -0.826 -0.728 -2.126
H 1.115 2.220 1.477
*
```

Atom charges from the Löwdin analysis, given in e for atoms 1 to 4:
1. C -0.488
2. C -0.018
3. C -0.489
4. N -0.061



Computed relative energies in units of eV: 1) 0.000; 2) 0.810; 3) 1.720